Record 1
Computed, not measured: a cluster of 2 separate species, C13H5Cl4N2O6 in total, with ωB97M-V with the def2-TZVPD basis set.

Each line ends with the Mulliken charge.
Atoms and positions in Å:
Cl (-1.112, 1.782, 3.218)  -0.07
C (-0.319, 0.373, 2.653)  0.25
C (-0.928, -0.862, 2.763)  0.24
Cl (-2.622, -1.001, 2.890)  -0.13
C (-0.186, -2.107, 2.567)  0.37
O (-0.718, -3.156, 2.215)  -0.62
C (1.348, -2.017, 2.751)  0.21
O (2.023, -3.017, 2.969)  -0.58
C (1.905, -0.671, 2.580)  0.24
Cl (3.599, -0.544, 2.669)  -0.18
C (1.095, 0.437, 2.397)  0.16
Cl (1.746, 1.910, 1.822)  -0.10
O (1.630, 2.221, -3.869)  -0.59
N (1.263, 1.034, -4.010)  0.95
O (1.478, 0.375, -5.053)  -0.62
C (0.565, 0.373, -2.947)  -0.38
C (0.235, -0.984, -3.102)  -0.38
C (-0.399, -1.657, -2.060)  -0.80
C (-0.793, -0.971, -0.906)  -0.40
C (-0.620, 0.440, -0.798)  1.39
C (-1.318, 1.154, 0.238)  -1.82
N (-1.575, 2.504, 0.038)  1.00
O (-2.609, 3.041, 0.527)  -0.71
O (-0.759, 3.201, -0.629)  -0.74
C (0.165, 1.077, -1.795)  -0.35
H (0.501, -1.475, -4.033)  0.45
H (-0.610, -2.722, -2.157)  0.38
H (-1.294, -1.495, -0.092)  0.39
H (-2.052, 0.619, 0.846)  0.76
H (0.363, 2.137, -1.691)  0.67

## Properties
Energy above the lowest of the compared OMol25 structures with the same formula, charge and spin = 25.0 kJ/mol
Orbital gap = 4.48 eV
Strongest force on any atom = 2.621 eV Å⁻¹
LUMO level = 0.129 eV
Charge = -1

Record 2
Computed, not measured: a cluster of 2 separate species, C3H9NO in total, with ωB97M-V with the def2-TZVPD basis set.

Each line ends with the Mulliken charge.
Atoms and positions in Å:
O (2.771, 0.899, 1.512)  -0.41
C (2.115, 0.128, 2.204)  0.07
H (1.336, -0.566, 1.843)  0.12
H (2.188, 0.033, 3.344)  0.23
C (-0.523, 1.087, -0.508)  -0.32
N (-1.602, 0.143, -0.838)  -0.38
C (-1.072, -1.183, -1.062)  -0.80
H (-0.931, 1.820, 0.311)  0.23
H (0.349, 0.370, -0.123)  -0.06
H (-0.068, 1.565, -1.421)  0.25
H (-2.055, 0.404, -1.692)  0.23
H (-0.514, -1.470, -0.141)  0.22
H (-0.264, -1.317, -1.828)  0.32
H (-1.732, -1.914, -1.600)  0.31

## Properties
Energy above the lowest of the compared OMol25 structures with the same formula, charge and spin = 281.5 kJ/mol
Orbital gap = 9.51 eV
Strongest force on any atom = 2.688 eV Å⁻¹
LUMO level = 0.636 eV

Record 3
Computed, not measured: a structure of composition C20H48F6N4O11S2, with ωB97M-V with the def2-TZVPD basis set.

Each line ends with the Mulliken charge.
Atoms and positions in Å:
O (-3.544, -23.884, -12.586)  -0.32
H (-3.891, -24.594, -12.042)  0.40
H (-2.605, -23.721, -12.473)  0.44
H (-3.777, -24.014, -13.509)  0.44
C (1.734, -25.842, -10.524)  0.67
F (0.650, -26.516, -9.973)  -0.23
F (1.912, -24.682, -9.863)  -0.21
F (2.866, -26.561, -10.420)  -0.23
S (1.333, -25.481, -12.416)  0.93
O (2.527, -25.839, -13.149)  -0.55
O (0.081, -26.287, -12.587)  -0.65
N (0.920, -23.774, -12.375)  -0.35
S (2.252, -22.991, -12.623)  0.93
O (3.390, -23.469, -11.867)  -0.59
O (2.585, -22.579, -13.983)  -0.63
C (1.728, -21.342, -11.816)  0.61
F (1.493, -21.468, -10.513)  -0.24
F (2.738, -20.450, -11.877)  -0.23
F (0.622, -20.810, -12.342)  -0.24
C (-3.918, -26.327, -21.166)  -0.80
O (-3.974, -25.982, -19.811)  -0.31
C (-2.718, -25.330, -19.501)  -0.48
C (-2.890, -24.767, -18.079)  -0.90
N (-3.910, -23.701, -17.855)  -0.42
C (-3.625, -22.395, -18.604)  -0.45
C (-2.346, -21.775, -18.222)  -0.49
O (-2.371, -20.456, -18.781)  -0.33
C (-1.295, -19.554, -18.410)  -0.78
H (-3.915, -25.486, -21.860)  0.30
H (-4.740, -27.032, -21.291)  0.28
H (-3.097, -26.993, -21.432)  0.32
H (-2.430, -24.507, -20.155)  0.33
H (-1.875, -26.013, -19.601)  0.47
H (-1.905, -24.467, -17.721)  0.44
H (-3.187, -25.597, -17.439)  0.36
H (-4.694, -24.041, -18.394)  0.29
H (-4.401, -21.663, -18.379)  0.38
H (-3.596, -22.528, -19.685)  0.23
H (-1.494, -22.359, -18.570)  0.28
H (-2.118, -21.767, -17.157)  0.36
H (-0.356, -19.973, -18.769)  0.32
H (-1.078, -19.527, -17.342)  0.29
H (-1.406, -18.487, -18.605)  0.29
C (-4.295, -25.130, -8.620)  -0.79
O (-4.967, -25.934, -9.570)  -0.24
C (-5.997, -26.865, -9.235)  -0.64
C (-6.266, -27.891, -10.461)  -0.69
N (-6.773, -27.241, -11.642)  -0.20
C (-7.454, -28.138, -12.581)  -0.45
C (-8.145, -27.277, -13.582)  -0.80
O (-9.251, -26.539, -13.015)  -0.33
C (-10.405, -27.390, -12.902)  -0.72
H (-5.083, -24.682, -8.015)  0.33
H (-3.635, -24.327, -8.949)  0.24
H (-3.680, -25.655, -7.889)  0.30
H (-6.896, -26.386, -8.849)  0.40
H (-5.593, -27.542, -8.482)  0.38
H (-7.037, -28.549, -10.060)  0.38
H (-5.297, -28.346, -10.668)  0.32
H (-7.543, -26.635, -11.395)  0.20
H (-8.142, -28.832, -12.098)  0.38
H (-6.687, -28.525, -13.252)  0.33
H (-8.368, -27.643, -14.584)  0.50
H (-7.488, -26.438, -13.809)  0.28
H (-11.158, -26.605, -12.965)  0.24
H (-10.359, -27.677, -11.851)  0.27
H (-10.538, -28.184, -13.637)  0.34
C (-14.500, -23.381, -10.262)  -0.77
O (-13.180, -23.773, -10.133)  -0.28
C (-12.592, -23.578, -8.847)  -0.54
C (-11.169, -24.107, -8.930)  -0.86
N (-10.338, -23.506, -10.005)  -0.26
C (-10.335, -22.004, -9.879)  -0.35
C (-9.553, -21.337, -11.085)  -0.63
O (-9.403, -19.951, -11.032)  -0.37
C (-8.784, -19.473, -9.764)  -0.69
H (-14.660, -22.523, -9.609)  0.33
H (-15.150, -24.230, -10.052)  0.27
H (-14.765, -23.132, -11.289)  0.23
H (-13.132, -24.191, -8.125)  0.47
H (-12.578, -22.542, -8.508)  0.38
H (-11.065, -25.190, -8.861)  0.34
H (-10.687, -23.794, -8.004)  0.37
H (-10.716, -23.737, -10.913)  0.26
H (-9.868, -21.761, -8.925)  0.37
H (-11.366, -21.655, -9.937)  0.23
H (-10.227, -21.461, -11.933)  0.31
H (-8.607, -21.801, -11.364)  0.35
H (-9.001, -19.871, -8.773)  0.29
H (-9.055, -18.426, -9.626)  0.28
H (-7.710, -19.525, -9.940)  0.27

## Properties
Energy above the lowest of the compared OMol25 structures with the same formula, charge and spin = 539.7 kJ/mol
Orbital gap = 7.08 eV
Strongest force on any atom = 3.954 eV Å⁻¹
LUMO level = -1.920 eV

Record 4
Computed, not measured: the molecule C23H27NO6, with ωB97M-V with the def2-TZVPD basis set.

Each line ends with the Mulliken charge.
Atoms and positions in Å:
C (-5.951, -3.486, 0.465)  -1.11
H (-5.058, -3.837, -0.299)  0.29
O (-6.276, -2.098, 0.033)  -0.37
C (-5.471, -1.191, 0.076)  1.03
C (-4.179, -1.511, 0.330)  -0.61
C (-3.352, -0.370, 0.586)  0.88
C (-3.809, 0.865, 0.355)  0.94
C (-5.060, 1.198, -0.316)  -1.38
C (-6.011, 0.161, -0.343)  0.07
O (-7.167, 0.475, -0.645)  -0.40
C (-8.290, -0.219, -0.844)  -0.70
H (-8.055, -1.051, -1.728)  0.22
H (-8.489, -1.126, -0.060)  0.16
H (-9.058, 0.257, -1.180)  0.41
H (-5.403, 2.143, -0.593)  0.48
C (-2.868, 2.148, 0.368)  -1.71
N (-1.382, 1.632, 0.498)  0.16
C (-0.480, 2.382, -0.158)  0.65
O (-0.579, 3.475, -1.053)  -0.71
C (0.929, 2.020, 0.066)  -0.86
C (1.345, 0.750, -0.467)  -0.26
C (2.645, 0.369, -0.171)  0.35
C (3.845, 1.238, -0.063)  -1.73
C (5.074, 0.670, 0.103)  0.72
C (5.375, -0.595, -0.446)  -0.01
C (4.375, -1.593, -0.444)  0.38
C (3.015, -1.265, -0.498)  -1.34
H (2.230, -1.607, -0.703)  0.93
O (4.246, -2.999, -0.508)  -0.39
C (5.575, -3.718, -0.563)  -0.95
H (5.274, -4.587, -0.955)  0.40
H (5.986, -3.712, 0.223)  0.44
H (6.269, -3.238, -1.350)  0.28
O (6.646, -1.387, -0.193)  -0.32
C (7.347, -1.135, 1.040)  -0.70
H (6.874, -1.290, 1.923)  0.41
H (8.348, -1.595, 0.735)  0.28
H (7.578, 0.007, 1.494)  0.12
O (6.231, 1.441, 0.113)  -0.34
C (5.980, 2.922, 0.246)  -0.80
H (7.185, 3.118, 0.390)  0.24
H (5.376, 3.175, 1.266)  0.27
H (5.525, 3.139, -0.727)  0.36
H (3.632, 2.041, 0.004)  1.53
H (0.566, 0.077, -0.778)  0.41
H (1.797, 2.697, 0.223)  0.35
C (-1.156, 0.660, 1.484)  -1.10
C (-1.741, -0.679, 0.990)  -3.07
H (-1.806, -1.195, 1.635)  1.65
H (-1.439, -0.846, 0.146)  0.87
H (-0.151, 0.683, 1.604)  0.77
H (-1.719, 1.134, 2.310)  0.33
H (-2.931, 2.909, 0.957)  0.74
H (-2.777, 2.666, -0.592)  0.55
H (-3.735, -2.383, 0.873)  0.33
H (-6.836, -4.025, 0.467)  0.33
H (-5.676, -3.614, 1.347)  0.54

## Properties
Energy above the lowest of the compared OMol25 structures with the same formula, charge and spin = 2496.7 kJ/mol
Orbital gap = 7.07 eV
Strongest force on any atom = 19.669 eV Å⁻¹
LUMO level = -0.324 eV

Record 5
Computed, not measured: a cluster of 2 separate species, C6H11ClOSi in total, with ωB97M-V with the def2-TZVPD basis set.

Each line ends with the Mulliken charge.
Atoms and positions in Å:
C (-3.689, 0.999, -1.155)  -0.94
C (-3.416, 0.796, 0.246)  -0.37
C (-3.358, -0.428, 0.789)  0.59
C (2.316, -0.322, -0.923)  -0.97
C (0.964, -0.241, 2.140)  -1.20
C (0.855, -0.840, -0.795)  -0.47
O (-3.695, -1.443, 1.240)  -0.35
Si (0.035, 0.198, 0.561)  0.27
Cl (0.048, 2.302, 0.316)  -0.31
H (-3.424, 1.810, -1.729)  0.38
H (-4.294, 0.437, -1.808)  0.34
H (-2.862, 1.462, 0.859)  0.37
H (2.583, 0.757, -0.630)  0.26
H (3.068, -0.924, -0.253)  0.25
H (2.762, -0.418, -2.034)  0.26
H (0.424, -0.614, 3.006)  0.40
H (1.766, -1.043, 2.027)  0.26
H (1.357, 0.555, 2.621)  0.46
H (0.808, -1.939, -0.425)  0.29
H (0.211, -0.803, -1.639)  0.46

## Properties
Energy above the lowest of the compared OMol25 structures with the same formula, charge and spin = 299.1 kJ/mol
Orbital gap (alpha / beta) = 7.33 / 6.71 eV
Strongest force on any atom = 3.744 eV Å⁻¹
LUMO level (alpha / beta) = 0.075 / -0.556 eV

Record 6
Computed, not measured: a structure of composition C29H48BF3N3O6PSTi, with ωB97M-V with the def2-TZVPD basis set.

Each line ends with the Mulliken charge.
Atoms and positions in Å:
Ti (-0.479, 0.704, -0.102)  0.28
N (0.898, 0.530, 1.647)  -0.26
C (1.234, -0.839, 2.056)  -1.00
C (-0.050, -1.639, 2.015)  -0.70
N (-0.648, -1.530, 0.667)  0.48
C (-0.458, -2.762, -0.129)  -1.06
C (0.995, -3.050, -0.468)  -1.14
N (1.608, -1.901, -1.110)  -0.25
H (0.396, 1.017, 2.387)  0.34
H (1.734, 1.066, 1.433)  0.32
H (1.951, -1.222, 1.332)  0.25
H (1.682, -0.872, 3.053)  0.49
H (0.128, -2.684, 2.282)  0.58
H (-0.756, -1.218, 2.733)  0.31
H (-1.650, -1.420, 0.797)  -0.22
H (-0.863, -3.619, 0.422)  0.52
H (-1.038, -2.648, -1.044)  0.55
H (1.550, -3.268, 0.449)  0.36
H (1.014, -3.972, -1.063)  0.49
H (2.604, -2.019, -1.241)  0.23
H (1.185, -1.705, -2.011)  0.20
F (-0.560, 3.172, 1.554)  -0.27
C (0.114, 2.798, 0.408)  0.30
F (1.424, 3.117, 0.715)  -0.25
F (-0.243, 3.717, -0.524)  -0.32
C (6.641, 4.475, -4.069)  -1.62
C (5.791, 3.349, -4.674)  1.98
C (4.912, 3.950, -5.770)  -2.08
C (6.716, 2.308, -5.321)  -1.62
C (4.967, 2.684, -3.570)  0.73
C (5.628, 2.057, -2.510)  -0.43
C (4.953, 1.433, -1.464)  -2.37
C (3.579, 1.455, -1.510)  0.76
O (2.665, 0.921, -0.638)  -0.54
B (1.394, 1.226, -1.166)  2.11
O (1.558, 1.938, -2.356)  -0.38
C (2.910, 2.071, -2.550)  0.60
C (3.569, 2.691, -3.587)  -1.30
H (7.233, 4.961, -4.848)  0.44
H (7.328, 4.094, -3.313)  0.32
H (6.006, 5.227, -3.599)  0.38
H (5.546, 4.397, -6.537)  0.43
H (4.261, 4.734, -5.379)  0.39
H (4.291, 3.192, -6.252)  0.40
H (7.309, 2.773, -6.112)  0.44
H (6.136, 1.494, -5.761)  0.39
H (7.406, 1.874, -4.598)  0.31
H (6.711, 2.055, -2.491)  0.40
H (5.485, 0.958, -0.650)  0.48
H (3.000, 3.160, -4.376)  0.62
S (-1.000, -0.358, -2.194)  -0.75
C (-1.977, 0.786, -3.132)  0.56
C (-3.175, 0.330, -3.678)  -0.62
C (-3.985, 1.185, -4.411)  -0.66
C (-3.610, 2.507, -4.605)  -0.50
C (-2.415, 2.962, -4.065)  -0.78
C (-1.597, 2.109, -3.338)  -0.18
H (-3.474, -0.698, -3.514)  0.43
H (-4.914, 0.814, -4.827)  0.39
H (-4.243, 3.177, -5.173)  0.38
H (-2.112, 3.991, -4.208)  0.44
H (-0.669, 2.477, -2.926)  0.39
C (-3.621, 4.992, 1.885)  -1.73
C (-4.164, 3.838, 1.063)  1.91
C (-5.648, 3.624, 1.312)  -1.54
C (-3.884, 4.046, -0.418)  -1.63
O (-3.460, 2.662, 1.601)  -0.16
P (-2.976, 1.384, 0.842)  -0.23
O (-2.156, 1.724, -0.403)  0.53
O (-2.096, 0.543, 1.728)  -0.91
O (-4.273, 0.644, 0.322)  0.22
C (-5.052, -0.367, 1.026)  1.70
C (-6.331, -0.476, 0.216)  -1.75
C (-4.285, -1.684, 0.999)  -1.61
C (-5.337, 0.065, 2.458)  -1.39
H (-4.107, 5.922, 1.587)  0.41
H (-2.547, 5.087, 1.727)  0.32
H (-3.807, 4.822, 2.945)  0.39
H (-6.205, 4.513, 1.013)  0.49
H (-5.832, 3.440, 2.372)  0.32
H (-6.015, 2.778, 0.730)  0.15
H (-4.407, 4.949, -0.739)  0.56
H (-4.247, 3.212, -1.020)  0.26
H (-2.819, 4.167, -0.606)  0.21
H (-6.101, -0.763, -0.811)  0.37
H (-6.852, 0.482, 0.200)  0.35
H (-6.992, -1.225, 0.653)  0.41
H (-3.922, -1.881, -0.012)  0.26
H (-4.941, -2.502, 1.298)  0.58
H (-3.448, -1.648, 1.697)  0.31
H (-5.898, 0.998, 2.476)  0.25
H (-4.407, 0.200, 3.012)  0.28
H (-5.927, -0.702, 2.960)  0.50

## Properties
Energy above the lowest of the compared OMol25 structures with the same formula, charge and spin = 5.1 kJ/mol
Orbital gap = 7.82 eV
Strongest force on any atom = 0.124 eV Å⁻¹
LUMO level = 0.332 eV

Record 7
Computed, not measured: the molecule CH5N5, with ωB97M-V with the def2-TZVPD basis set.

Each line ends with the Mulliken charge.
Atoms and positions in Å:
N (1.573, -0.263, 0.794)  -0.76
N (0.971, 1.811, -0.443)  -0.61
N (0.420, -0.760, 0.363)  0.18
C (-0.522, 0.095, -0.128)  0.43
N (-1.749, -0.459, -0.487)  -0.51
N (-0.176, 1.286, -0.568)  0.01
H (2.321, -0.934, 0.620)  0.16
H (1.371, 1.697, 0.497)  0.33
H (0.356, -1.714, -0.007)  0.27
H (-2.367, 0.233, -0.887)  0.25
H (-2.198, -0.993, 0.245)  0.23

## Properties
Energy above the lowest of the compared OMol25 structures with the same formula, charge and spin = 183.3 kJ/mol
Orbital gap (alpha / beta) = 7.98 / 8.59 eV
Strongest force on any atom = 1.365 eV Å⁻¹
LUMO level (alpha / beta) = 0.261 / 0.403 eV

Record 8
Computed, not measured: a cluster of 5 separate species, C2H14N2O4 in total, with ωB97M-V with the def2-TZVPD basis set.

Each line ends with the Mulliken charge.
Atoms and positions in Å:
C (-3.618, -0.482, -0.830)  -1.00
N (-2.239, 0.003, -0.538)  -0.17
C (-1.861, 0.541, 0.668)  0.00
N (-0.622, 0.767, 0.963)  -0.61
H (-3.648, -1.028, -1.634)  0.40
H (-3.945, -1.148, 0.016)  0.31
H (-4.365, 0.383, -0.872)  0.27
H (-1.540, -0.322, -1.098)  0.24
H (-2.724, 0.785, 1.223)  0.40
H (-0.503, 1.269, 1.780)  0.19
H (-1.089, 0.248, -2.884)  0.33
H (-0.348, -0.740, -4.013)  0.33
O (-1.143, -0.560, -3.437)  -0.68
H (3.334, 2.613, 6.155)  0.32
H (2.760, 1.597, 5.201)  0.29
O (3.075, 1.705, 6.026)  -0.61
H (0.778, -0.668, -0.233)  0.35
H (1.426, -1.204, 1.001)  0.29
O (1.558, -1.086, 0.123)  -0.65
H (2.847, -0.929, -2.222)  0.31
H (4.232, -1.058, -2.398)  0.32
O (3.471, -0.752, -2.964)  -0.64

## Properties
Energy above the lowest of the compared OMol25 structures with the same formula, charge and spin = 198.7 kJ/mol
Orbital gap = 9.92 eV
Strongest force on any atom = 7.257 eV Å⁻¹
LUMO level = 0.583 eV

- The highest strongest force on any atom belongs to which entry?
  C23H27NO6

- What is the energy above the lowest of the compared OMol25 structures with the same formula, charge and spin in the seventh record?
  183.3 kJ/mol